Entry 1:
ORCA calculation (ωB97M-V with the def2-TZVPD basis set) on one molecule with the formula C21H25N5O2.

orbital gap	8.535	eV
energy relative to the best compared isomer or geometry (same formula, charge and spin)	159.5	kJ/mol
total energy	-1239.51222	Eh
LUMO	0.00763	Ha
SMILES string	O=C(C[C@H]1C(=O)NCCN1C/C=C/c1ccccc1)NCCc1cnccn1

Structure (XYZ):
```
53
Properties=species:S:1:pos:R:3:lowdin_charge:R:1
O -2.016 -1.363 1.204 0.06
C -1.325 -1.168 0.222 -0.48
N 0.021 -1.231 0.263 0.07
C 0.749 -1.663 1.430 -0.16
H 0.027 -2.106 2.121 0.12
H 1.223 -0.803 1.918 0.10
C 1.827 -2.684 1.046 -0.11
C 2.872 -2.056 0.175 -0.26
N 2.488 -1.603 -1.018 0.12
C 3.408 -1.073 -1.807 -0.12
C 4.739 -1.006 -1.423 -0.14
N 5.128 -1.424 -0.228 0.09
C 4.204 -1.931 0.568 -0.08
H 4.541 -2.259 1.542 0.11
H 5.509 -0.614 -2.071 0.11
H 3.063 -0.709 -2.765 0.11
H 1.352 -3.502 0.501 0.13
H 2.290 -3.082 1.949 0.11
H 0.584 -1.119 -0.572 0.10
C -1.869 -0.855 -1.159 -0.04
H -1.972 -1.814 -1.677 0.13
H -1.163 -0.236 -1.710 0.11
C -3.279 -0.218 -1.161 -0.20
N -3.443 1.067 -0.517 -0.13
C -3.869 1.013 0.866 -0.18
H -3.201 0.423 1.506 0.10
H -3.933 2.033 1.250 0.13
C -5.250 0.367 0.881 -0.15
N -5.156 -0.931 0.263 0.09
C -4.252 -1.288 -0.663 -0.46
O -4.229 -2.409 -1.135 0.05
H -5.778 -1.664 0.570 0.15
H -5.957 0.997 0.326 0.12
H -5.608 0.252 1.907 0.12
C -2.453 2.073 -0.837 -0.17
C -1.123 1.931 -0.152 -0.08
C 0.049 2.068 -0.767 -0.07
C 1.371 1.936 -0.173 -0.23
C 1.576 1.711 1.189 -0.05
C 2.852 1.560 1.698 -0.09
C 3.955 1.646 0.864 -0.09
C 3.770 1.892 -0.486 -0.10
C 2.494 2.031 -0.997 -0.05
H 2.359 2.218 -2.054 0.11
H 4.625 1.977 -1.141 0.10
H 4.951 1.525 1.262 0.10
H 2.990 1.380 2.754 0.11
H 0.729 1.657 1.857 0.11
H 0.053 2.293 -1.829 0.11
H -1.179 1.706 0.903 0.11
H -2.887 3.041 -0.549 0.13
H -2.320 2.082 -1.923 0.13
H -3.536 -0.069 -2.223 0.16
```

***

Entry 2:
ORCA calculation (ωB97M-V with the def2-TZVPD basis set) on one molecule with the formula C21H25N5O4S2 in a non-equilibrium geometry.

orbital gap	8.154	eV
energy relative to the best compared isomer or geometry (same formula, charge and spin)	219.1	kJ/mol
total energy	-2186.35963	Eh
LUMO	0.00472	Ha
SMILES string	CCN(CC)S(=O)(=O)c1ccc(C(=O)NCc2n[nH]c(=S)n2-c2ccccc2OC)cc1

Structure (XYZ):
```
57
Properties=species:S:1:pos:R:3:lowdin_charge:R:1
C -4.312 5.533 -0.171 -0.07
H -4.295 6.278 -0.962 0.08
H -5.124 4.838 -0.369 0.07
H -4.499 6.030 0.777 0.08
C -2.968 4.813 -0.122 -0.27
N -2.856 3.948 1.030 -0.26
S -1.366 3.819 1.737 0.67
O -0.742 5.107 1.676 -0.28
O -1.539 3.189 3.013 -0.28
C -0.422 2.695 0.696 -0.26
C -0.293 1.374 1.078 -0.05
C 0.403 0.492 0.270 0.00
C 0.957 0.939 -0.927 -0.11
C 0.802 2.270 -1.307 0.01
C 0.120 3.154 -0.490 -0.04
H 0.015 4.195 -0.749 0.12
H 1.225 2.592 -2.246 0.12
C 1.697 0.032 -1.859 -0.44
O 1.665 0.164 -3.063 0.09
N 2.433 -0.927 -1.242 0.09
H 2.442 -0.982 -0.238 0.12
C 3.199 -1.895 -1.988 -0.08
C 2.460 -3.168 -2.246 -0.25
N 2.564 -3.840 -3.345 0.12
N 1.740 -4.902 -3.209 0.03
C 1.088 -4.895 -2.020 -0.83
S 0.005 -5.989 -1.465 0.62
N 1.568 -3.761 -1.385 0.06
C 1.183 -3.373 -0.087 -0.18
C -0.160 -3.182 0.199 -0.04
C -0.556 -2.847 1.483 -0.08
C 0.395 -2.705 2.477 -0.07
C 1.740 -2.903 2.204 -0.01
C 2.152 -3.250 0.924 -0.22
O 3.444 -3.476 0.551 -0.09
C 4.435 -3.524 1.552 -0.06
H 5.352 -3.810 1.041 0.10
H 4.197 -4.271 2.314 0.10
H 4.574 -2.547 2.027 0.10
H 2.460 -2.800 3.000 0.11
H 0.096 -2.444 3.480 0.11
H -1.601 -2.701 1.702 0.11
H -0.885 -3.308 -0.588 0.11
H 1.634 -5.582 -3.944 0.15
H 4.126 -2.118 -1.451 0.13
H 3.438 -1.462 -2.964 0.13
H 0.478 -0.545 0.563 0.09
H -0.734 1.058 2.010 0.12
C -3.740 2.814 1.166 -0.25
C -3.709 1.829 -0.002 -0.06
H -4.101 2.285 -0.908 0.07
H -2.695 1.486 -0.197 0.06
H -4.327 0.968 0.238 0.08
H -3.430 2.320 2.088 0.11
H -4.760 3.184 1.306 0.12
H -2.169 5.546 -0.007 0.11
H -2.806 4.255 -1.056 0.12
```

***

Entry 3:
ORCA calculation (ωB97M-V with the def2-TZVPD basis set) on one molecule with the formula C21H25NO4 in a non-equilibrium geometry.

orbital gap	8.317	eV
energy relative to the best compared isomer or geometry (same formula, charge and spin)	247.0	kJ/mol
total energy	-1170.89711	Eh
LUMO	0.02003	Ha
SMILES string	COc1ccc(C2(CNC(=O)/C=C\c3ccco3)CCCC2)cc1OC

Structure (XYZ):
```
51
Properties=species:S:1:pos:R:3:lowdin_charge:R:1
C -5.125 -1.323 0.448 -0.09
H -5.072 -2.391 0.209 0.10
O -4.252 -0.569 -0.350 -0.06
C -2.916 -0.835 -0.273 -0.21
C -2.333 -1.783 0.548 -0.02
C -0.956 -1.958 0.564 -0.06
C -0.120 -1.199 -0.241 -0.16
C -0.712 -0.270 -1.094 0.04
C -2.081 -0.068 -1.113 -0.19
O -2.717 0.842 -1.899 -0.06
C -1.938 1.682 -2.718 -0.06
H -1.242 2.289 -2.131 0.09
H -2.647 2.334 -3.225 0.10
H -1.369 1.116 -3.462 0.10
H -0.108 0.313 -1.762 0.08
C 1.382 -1.413 -0.183 -0.37
C 1.755 -2.845 -0.625 -0.12
H 0.962 -3.531 -0.330 0.11
H 1.857 -2.908 -1.708 0.12
C 3.062 -3.198 0.101 -0.17
H 3.909 -3.179 -0.585 0.10
H 3.007 -4.204 0.517 0.10
C 3.241 -2.151 1.214 -0.17
H 4.070 -1.482 0.982 0.10
C 1.924 -1.375 1.260 -0.12
H 1.226 -1.880 1.925 0.11
H 2.051 -0.361 1.636 0.11
H 3.459 -2.615 2.175 0.10
C 2.184 -0.438 -1.067 -0.10
N 2.119 0.948 -0.666 0.09
C 1.759 1.947 -1.495 -0.51
O 1.449 1.771 -2.662 0.05
C 1.827 3.317 -0.916 0.01
C 1.200 3.785 0.168 -0.02
C 0.311 3.094 1.063 -0.27
C -0.379 3.604 2.141 -0.01
C -1.140 2.540 2.666 -0.05
C -0.865 1.461 1.880 -0.09
O 0.006 1.783 0.917 0.03
H -1.214 0.447 1.897 0.12
H -1.799 2.572 3.509 0.10
H -0.343 4.612 2.501 0.11
H 1.316 4.831 0.423 0.12
H 2.387 4.006 -1.532 0.11
H 2.341 1.168 0.291 0.13
H 1.834 -0.485 -2.100 0.13
H 3.233 -0.754 -1.055 0.13
H -0.555 -2.713 1.224 0.11
H -2.941 -2.398 1.193 0.10
H -4.923 -1.182 1.516 0.09
H -6.124 -0.954 0.222 0.09
```

***

Entry 4:
ORCA calculation (ωB97M-V with the def2-TZVPD basis set) on C21H25NOP2PdSTe as an isolated structure.

orbital gap	4.657	eV
energy relative to the best compared isomer or geometry (same formula, charge and spin)	86.1	kJ/mol
net charge	-2
total energy	-2421.98441	Eh
LUMO	0.17559	Ha

Structure (XYZ):
```
53
Properties=species:S:1:pos:R:3:lowdin_charge:R:1
Pd -0.556 0.535 -0.538 -0.21
C -0.917 -1.841 3.000 -0.31
P -1.230 -0.586 1.648 0.82
C -3.071 -0.700 1.637 -0.30
C -0.946 0.920 2.696 -0.38
C -1.674 1.148 3.860 -0.12
C -1.421 2.243 4.672 -0.11
C -0.397 3.116 4.335 -0.11
C 0.343 2.893 3.183 -0.11
C 0.072 1.820 2.336 -0.37
P 0.962 1.533 0.725 0.71
C 2.600 1.014 1.445 -0.28
C 1.445 3.255 0.248 -0.29
H -1.546 -1.695 3.885 0.01
H 0.132 -1.788 3.301 0.02
H -1.100 -2.838 2.594 0.02
H -3.576 -0.450 2.577 0.02
H -3.326 -1.729 1.371 0.03
H -3.420 -0.050 0.836 -0.01
H -2.465 0.461 4.142 0.08
H -2.019 2.414 5.561 0.09
H -0.181 3.977 4.959 0.09
H 1.137 3.588 2.938 0.08
H 2.997 1.727 2.177 0.02
H 3.309 0.897 0.623 0.01
H 2.478 0.040 1.924 0.03
H 1.714 3.931 1.065 0.01
H 0.631 3.688 -0.332 -0.01
H 2.308 3.156 -0.415 0.03
O 1.273 0.789 -3.091 -0.18
N 2.281 0.184 -2.587 -0.28
C 3.499 0.771 -2.648 -0.08
C 4.648 0.191 -2.155 -0.14
C 4.549 -1.061 -1.554 -0.15
C 3.307 -1.653 -1.467 -0.15
C 2.127 -1.060 -1.958 -0.76
S 0.588 -1.757 -1.797 0.45
H 3.477 1.738 -3.130 0.11
H 5.589 0.719 -2.242 0.08
H 5.425 -1.556 -1.150 0.08
H 3.184 -2.614 -0.987 0.08
Te -2.278 2.652 -0.832 0.61
C -4.356 2.223 -1.063 -0.70
C -4.972 2.273 -2.321 -0.18
C -6.329 2.026 -2.481 -0.14
C -7.125 1.717 -1.383 -0.15
C -6.536 1.667 -0.126 -0.13
C -5.179 1.921 0.027 -0.19
H -4.361 2.501 -3.187 0.07
H -6.771 2.069 -3.472 0.08
H -8.184 1.518 -1.506 0.08
H -7.141 1.430 0.744 0.08
H -4.742 1.898 1.020 0.07
```

***

Entry 5:
ORCA calculation (ωB97M-V with the def2-TZVPD basis set) on C21H26As2MgNS2 as an isolated structure in a non-equilibrium geometry.

orbital gap (spin up / spin down)	4.479 / 4.478	eV
net charge	+1
total energy	-6338.18431	Eh
LUMO (spin up / spin down)	-0.14800 / -0.14800	Ha

Structure (XYZ):
```
53
Properties=species:S:1:pos:R:3:lowdin_charge:R:1
Mg 1.860 -0.681 0.616 0.26
C 0.285 1.910 2.876 -0.28
As -0.206 0.168 2.035 1.21
C -1.951 -0.244 2.976 -0.26
C -0.944 0.650 0.102 -0.45
C -1.521 2.009 0.260 -0.12
C -0.746 3.092 -0.121 -0.12
C 0.403 2.942 -0.964 -0.12
C 0.845 1.685 -1.423 -0.10
C 0.301 0.545 -0.804 -0.42
As 1.128 -2.404 -1.101 1.14
C 1.896 -2.320 -2.916 -0.30
C -0.271 -3.757 -1.488 -0.28
H 1.064 2.321 2.237 0.00
H 0.690 1.719 3.873 0.02
H -0.628 2.547 2.894 0.05
H -1.657 -0.444 3.992 0.01
H -2.392 -1.152 2.594 0.02
H -2.620 0.619 2.940 0.03
H -2.492 2.211 0.739 0.10
H -1.024 4.076 0.267 0.11
H 1.003 3.853 -1.236 0.10
H 1.591 1.677 -2.213 0.11
H 1.122 -2.492 -3.676 0.04
H 2.745 -3.039 -2.955 0.03
H 2.336 -1.308 -3.061 0.03
H 0.217 -4.720 -1.713 0.03
H -0.695 -3.434 -2.417 0.00
H -0.979 -3.839 -0.614 0.06
C -0.110 -0.788 -1.331 -0.26
C -1.403 -0.587 -0.643 -0.15
C -2.790 -0.872 -0.939 -0.18
C -3.034 -1.544 -2.153 -0.04
C -4.315 -1.907 -2.497 -0.08
C -5.387 -1.628 -1.639 -0.07
C -5.179 -0.747 -0.577 -0.07
C -3.886 -0.339 -0.225 -0.02
H -2.178 -1.746 -2.827 0.11
H -4.532 -2.475 -3.416 0.12
H -6.402 -1.983 -1.858 0.11
H -6.032 -0.356 -0.040 0.10
H -3.749 0.379 0.572 0.09
S 3.755 -1.717 1.732 0.63
C 4.630 -0.318 1.341 -1.12
N 4.994 0.524 2.310 -0.04
C 4.743 1.901 1.954 -0.20
C 4.311 1.888 0.467 -0.38
S 4.844 0.294 -0.237 0.98
H 4.851 0.305 3.303 0.16
H 5.625 2.541 2.126 0.13
H 3.906 2.310 2.543 0.13
H 4.751 2.728 -0.100 0.10
H 3.226 1.943 0.435 0.05
```